The following is a quantum chemistry calculation of 2 unconnected molecules or ions with the total composition C7H17NOSi, from the Open Molecules 2025 dataset.

Values from the calculation:
**HOMO energy**: -8.478 eV
**ΔE to the lowest compared entry with this formula, charge and spin**: 143.1 kcal per mole
**Orbital gap**: 9.24 eV

```
27
Properties=species:S:1:pos:R:3:forces:R:3
C -3.006 -0.782 -0.648 -0.51 2.26 0.87
C -1.879 1.695 -0.766 -0.26 -0.65 1.95
C -0.389 -1.642 0.755 0.19 2.37 0.02
C -0.645 0.595 1.747 0.18 1.17 0.17
C -1.704 0.195 -0.624 0.71 -3.87 1.38
C 1.436 -0.112 -1.235 -0.95 -3.53 -1.13
C -0.812 -0.368 0.583 -1.75 0.39 0.45
N 2.200 -1.103 -1.068 0.76 0.97 0.57
O 3.581 -1.103 -0.467 -0.48 -0.26 -0.11
Si 3.974 0.372 0.237 -0.73 -2.24 1.45
H -3.656 -0.536 0.233 0.56 -0.17 -0.46
H -3.564 -0.339 -1.487 -0.18 -0.97 -0.13
H -2.919 -1.908 -0.618 0.56 1.51 -0.53
H -0.962 2.203 -0.976 0.71 0.07 -0.54
H -2.636 1.983 -1.451 -0.59 0.05 -0.93
H -2.174 2.121 0.190 -0.29 0.08 0.20
H 2.004 -2.097 -1.125 -0.11 0.34 -0.41
H -0.196 -2.393 0.049 -0.65 -0.78 -1.41
H 0.141 -1.856 1.647 0.27 -0.09 1.05
H 0.097 1.407 1.377 -1.58 -0.70 0.62
H -1.668 1.057 2.179 2.48 -0.95 -1.07
H -0.049 0.099 2.536 -0.69 0.21 -0.04
H -1.119 -0.180 -1.426 0.43 -0.01 -1.26
H 1.764 0.803 -0.918 1.22 2.37 0.66
H 2.808 0.556 1.195 0.69 0.58 -0.33
H 4.121 1.238 -0.844 0.13 1.68 -1.01
H 5.253 0.093 0.923 -0.12 0.18 -0.01
```
Forces are in eV/Å.

=====

The following is a quantum chemistry calculation of 2 unconnected molecules or ions with the total composition C4H15N2O, from the Open Molecules 2025 dataset.

Values from the calculation:
**HOMO energy**: -14.045 eV
**ΔE to the lowest compared entry with this formula, charge and spin**: 35.2 kcal per mole
**Orbital gap**: 11.13 eV
**Net charge**: +1

```
22
Properties=species:S:1:pos:R:3:forces:R:3
C -0.413 0.656 2.007 -1.03 0.07 1.05
C 0.119 -0.437 1.101 0.71 -1.06 1.70
C 0.730 -0.037 -0.208 1.49 0.01 0.17
C 0.748 1.412 -2.184 -1.96 -0.38 -2.93
N -0.079 0.933 -1.037 1.71 -1.48 -0.14
N -1.277 1.656 1.271 1.41 -0.44 0.75
H 0.418 1.083 2.544 0.39 1.07 -0.40
H -0.995 0.284 2.903 0.44 -0.35 -1.21
H 0.912 -1.025 1.675 -0.80 0.89 -0.77
H -0.643 -1.183 1.028 -0.71 -0.53 -0.77
H 1.043 -0.922 -0.791 -0.93 0.26 -0.14
H 1.705 0.433 -0.096 -0.06 0.46 0.53
H 0.903 2.490 -2.125 -0.06 -0.28 -0.01
H 0.132 1.126 -3.100 0.60 1.12 0.94
H 1.656 0.889 -2.463 0.34 -0.27 1.20
H -0.860 0.323 -1.325 -0.12 1.22 -0.11
H -0.350 1.748 -0.450 -0.76 -0.85 0.25
H -2.202 1.262 1.214 -0.38 -0.05 -0.06
H -1.346 2.435 1.905 -0.26 0.49 -0.05
H -0.642 -3.682 -0.296 1.01 0.36 -0.38
H 0.437 -4.487 -0.940 0.36 0.23 -0.12
O 0.258 -3.570 -0.689 -1.39 -0.49 0.51
```
Forces are in eV/Å.

=====

The following is a quantum chemistry calculation of 2 unconnected molecules or ions with the total composition C10H16, from the Open Molecules 2025 dataset.

Values from the calculation:
**SMILES**: Cc1ccccc1.CCC
**HOMO energy**: -9.060 eV
**ΔE to the lowest compared entry with this formula, charge and spin**: 17.3 kcal per mole
**Orbital gap**: 10.13 eV

```
26
Properties=species:S:1:pos:R:3:forces:R:3
C -0.387 -4.053 0.794 1.01 0.59 0.07
C -0.294 -2.661 0.187 -1.26 -0.67 1.25
C -0.470 -1.580 1.043 0.59 0.62 -0.86
C -0.500 -0.295 0.506 -0.57 -0.53 0.62
C -0.439 -0.097 -0.863 0.51 -0.01 -0.06
C -0.320 -1.187 -1.725 -0.95 -0.04 0.95
C -0.300 -2.469 -1.182 0.22 0.38 -0.58
H -1.399 -4.452 0.825 0.05 -0.23 -0.72
H -0.117 -4.033 1.855 0.29 0.14 -0.17
H 0.377 -4.628 0.257 -0.66 -0.65 0.25
H -0.559 -1.705 2.113 -0.01 -0.17 -0.01
H -0.739 0.487 1.212 0.27 0.30 -0.29
H -0.442 0.905 -1.258 -0.26 0.15 -0.11
H -0.523 -1.042 -2.768 0.51 0.01 -0.46
H -0.348 -3.311 -1.860 0.17 -0.17 0.09
C -0.395 3.176 0.716 -0.21 0.19 -0.56
C 0.696 3.378 -0.341 1.24 1.07 1.18
C 1.955 3.949 0.400 -0.43 -0.17 0.15
H -0.465 4.012 1.407 0.30 0.32 -0.03
H -0.104 2.321 1.314 -0.37 -0.18 0.10
H -1.408 3.110 0.297 0.26 -0.56 0.04
H 1.065 2.459 -0.791 -0.70 -0.07 -0.32
H 0.410 4.138 -1.070 -0.13 -0.46 -0.31
H 1.980 5.042 0.343 0.10 -0.19 0.13
H 1.894 3.648 1.450 0.04 0.21 0.04
H 2.903 3.539 0.059 0.01 0.13 -0.38
```
Forces are in eV/Å.